[1]
An isolated molecule of C3H6N6. Source: the Open Molecules 2025 dataset; level of theory: wB97M-V/def2-TZVPD.

Results
Orbital gap = 8.270 eV
HOMO = -8.61 eV
Net charge = 0
SMILES string = [H]/N=C1/NN/C(=N/[H])C1=NN
Lowest unoccupied orbital energy = -0.34 eV
Energy above the lowest of the compared OMol25 structures with the same formula, charge and spin = 8.001 eV

Each line ends with the Mulliken charge.
Element x y z (Å)
C1 0.054347 -0.407672 0.081909  0.7445
C2 -0.398034 0.972263 0.179337  0.5568
C3 1.556966 -0.593161 0.103111  0.0063
H1 -2.309157 -0.589587 0.697382  0.2981
H2 -2.804737 -2.025297 -0.154440  0.2879
H3 -2.306760 0.937954 -0.248054  0.2666
H4 0.943414 2.429523 -0.500975  0.3385
H5 2.760045 1.359369 0.183252  0.2686
H6 1.564113 -2.253310 -0.419612  0.3141
N1 -1.943290 -1.111560 -0.149432  -0.7583
N2 -0.660064 -1.346876 0.210822  -0.2387
N3 -1.534904 1.530900 -0.057592  -0.8137
N4 0.790306 1.709951 0.218559  -0.3131
N5 1.879141 0.883402 -0.166885  -0.2989
N6 2.408616 -1.495906 0.022619  -0.6586

Atoms 1-3, force components in eV/Å:
4.19 3.37 1.52
-0.13 1.96 -2.94
0.07 6.43 -0.90

[2]
A cluster of 2 separate species, C3H9NO2 in total. Source: the Open Molecules 2025 dataset; level of theory: wB97M-V/def2-TZVPD.

Results
Orbital gap = 10.968 eV
HOMO = -10.10 eV
Net charge = 0
SMILES string = CC(=O)O.CN
Lowest unoccupied orbital energy = 0.87 eV
Energy above the lowest of the compared OMol25 structures with the same formula, charge and spin = 1.485 eV

Each line ends with the Mulliken charge.
Element x y z (Å)
C1 1.551511 -1.529932 -0.925884  -0.7319
N1 1.704502 -0.189851 -1.668877  -0.6012
H1 2.691420 0.066668 -1.652292  0.2525
H2 1.695221 -0.484496 -2.653090  0.2125
H3 -0.331092 0.474412 -0.641812  0.3147
H4 2.174675 -2.289096 -1.355801  0.3447
H5 0.517344 -1.848340 -0.931565  0.2503
H6 1.923354 -1.166692 0.041718  0.2900
C2 -1.880183 1.137174 2.064646  -0.9139
C3 -1.721720 0.814716 0.600253  0.7064
O1 -0.396613 0.793130 0.259251  -0.4451
O2 -2.486673 0.310041 -0.184070  -0.5713
H7 -0.875068 1.431712 2.370361  0.3080
H8 -2.341464 0.308941 2.578979  0.2715
H9 -2.225217 2.171606 2.098180  0.3128

Atoms 1-3, force components in eV/Å:
0.90 2.79 0.10
-0.03 -1.84 -1.40
-0.08 0.13 0.78

[3]
A cluster of 2 separate species, C21H30N8O3 in total. Source: the Open Molecules 2025 dataset; level of theory: wB97M-V/def2-TZVPD.

Results
Orbital gap = 8.199 eV
HOMO = -7.58 eV
Net charge = 0
SMILES string = CNC(=O)[C@H](Cc1ccc(O)cc1)NC(C)=O.CC1=Nc2c(N)nc(N)nc2NC1(C)C
Lowest unoccupied orbital energy = 0.62 eV

Each line ends with the Mulliken charge.
Element x y z (Å)
O1 4.816553 -1.939629 -4.698384  -0.7124
O2 3.117581 -4.721530 -1.590199  -0.7063
N1 -4.211958 2.396677 1.324008  -0.5834
N2 -1.818062 -0.102874 2.588313  -0.2817
N3 -1.833214 1.745585 4.067742  -0.6426
O3 -1.647341 -2.466606 0.632311  -0.7037
C1 5.708121 -2.054460 -3.868272  0.7910
C2 3.457619 -3.866942 -2.404231  0.2251
C3 -4.580610 3.625586 1.631798  0.5553
C4 -1.465529 0.561072 3.660640  -0.1824
C5 -2.740348 0.519158 1.888996  -0.0511
C6 -2.751481 2.306445 3.317040  0.0834
C7 0.666007 -1.885693 0.822702  -0.4964
C8 -0.379341 -2.131050 -1.372480  -0.7046
C9 1.896198 -1.595954 0.203081  -0.4292
C10 0.850872 -1.834510 -1.989762  -0.2587
C11 -3.262373 1.760076 2.157472  1.1930
C12 -0.466894 -2.169203 0.033959  0.3950
C13 1.991378 -1.579766 -1.201939  0.4347
N4 -0.505579 0.016708 4.392170  -0.4752
N5 -3.189971 -0.124615 0.795387  -0.4459
N6 3.225080 -4.009009 -3.713454  -0.0088
N7 -3.190410 3.527209 3.745221  -0.1782
N8 5.500344 -2.328768 -2.578719  -0.1293
C14 7.148227 -1.874785 -4.286430  -1.3235
C15 -5.614985 4.257661 0.739154  -1.6038
C16 2.535665 -5.146767 -4.317276  -1.0082
C17 -3.033331 5.484974 2.331806  -1.5764
C18 -5.098209 5.005262 3.686332  -1.8591
C19 -3.978945 4.390457 2.837658  1.3036
C20 3.336140 -1.355521 -1.866200  -1.5424
C21 4.217458 -2.617079 -1.907363  0.1601
H1 -1.679570 -2.137741 1.541621  0.3503
H2 0.589529 -1.917634 1.897154  0.4190
H3 -1.252997 -2.354759 -1.965401  0.4351
H4 2.773092 -1.408875 0.805983  0.4130
H5 0.925607 -1.834901 -3.068565  0.4155
H6 -0.069177 0.718215 4.972737  0.2658
H7 0.078734 -0.591633 3.842784  0.2188
H8 -2.553869 -0.810239 0.401275  0.1631
H9 -3.701106 0.495783 0.176173  0.3216
H10 3.569230 -3.273254 -4.322014  0.2906
H11 -2.585428 3.946187 4.440921  0.3300
H12 6.322946 -2.393248 -2.002830  0.2804
H13 7.721435 -2.756082 -4.005776  0.3731
H14 7.558265 -0.991902 -3.799837  0.3348
H15 7.188242 -1.746306 -5.367447  0.3379
H16 -5.407844 5.320503 0.593655  0.3827
H17 -6.605394 4.152138 1.190587  0.2709
H18 -5.627178 3.768744 -0.239528  0.4262
H19 1.493876 -5.159079 -3.992384  0.2902
H20 2.575701 -5.075566 -5.405011  0.3673
H21 3.011007 -6.076585 -3.999055  0.3170
H22 -2.247846 5.045783 1.708388  0.3526
H23 -2.559130 6.001128 3.171908  0.4282
H24 -3.573117 6.226589 1.736751  0.3915
H25 -5.782233 4.223606 4.031916  0.4003
H26 -5.671450 5.738743 3.112331  0.3953
H27 -4.681391 5.509578 4.563481  0.4103
H28 3.164204 -0.999560 -2.881994  0.4153
H29 3.868684 -0.568819 -1.330201  0.5059
H30 4.458516 -2.842927 -0.868704  0.4590

Atoms 1-3, force components in eV/Å:
-0.40 -0.01 -0.04
0.08 0.48 -0.07
-0.27 2.12 0.95

[4]
A cluster of 3 separate species, C3H14NO2 in total. Source: the Open Molecules 2025 dataset; level of theory: wB97M-V/def2-TZVPD.

Results
Orbital gap = 12.786 eV
HOMO = -15.80 eV
Net charge = +1
Lowest unoccupied orbital energy = -3.01 eV
Energy above the lowest of the compared OMol25 structures with the same formula, charge and spin = 0.845 eV

Each line ends with the Mulliken charge.
Element x y z (Å)
C1 0.318623 1.750837 -1.582160  -1.3508
C2 -0.503019 0.776702 -0.718375  0.4616
C3 -1.240994 -0.327833 -1.382469  -1.1691
N1 0.529837 0.165392 0.272546  -0.3721
H1 0.782834 1.291471 -2.461896  0.3558
H2 -0.405743 2.503988 -1.920255  0.3848
H3 1.074739 2.305550 -1.027316  0.3895
H4 -1.158679 1.373115 -0.117861  0.3355
H5 -1.112512 -0.777505 -2.373052  0.3654
H6 -2.345891 -0.265576 -1.311904  0.3131
H7 -1.115754 -1.220226 -0.750895  0.2507
H8 1.261314 -0.316199 -0.241432  0.3728
H9 0.877287 0.838463 0.946366  0.3719
H10 0.064926 -0.535609 0.863410  0.3075
H11 2.743086 -1.403244 1.857870  0.3031
H12 2.931109 0.053192 2.490248  0.3029
O1 2.475187 -0.474229 1.819914  -0.5890
H13 -2.055673 -2.489330 1.553045  0.3052
H14 -1.695977 -1.492834 2.488959  0.2915
O2 -1.424701 -1.756125 1.595258  -0.6303

Atoms 1-3, force components in eV/Å:
-0.97 0.24 -0.44
2.34 0.72 -0.30
-2.05 -2.65 0.41

[5]
A structure of composition C11H17Cl2EuTi. Source: the Open Molecules 2025 dataset; level of theory: wB97M-V/def2-TZVPD.

Results
Orbital gap (alpha / beta) = 2.564 / 5.476 eV
Expectation value of S² = 20.032
Multiplicity = 9
HOMO (alpha / beta) = 2.27 / -0.72 eV
Net charge = -2
Lowest unoccupied orbital energy (alpha / beta) = 4.83 / 4.76 eV

Each line ends with the Mulliken charge.
Element x y z (Å)
Ti1 0.653444 -0.854924 -3.601963  0.2337
Cl1 1.010752 0.886221 -2.264568  -0.4664
C1 -0.603651 -0.055109 -4.938452  -1.1287
C2 2.278454 -0.888797 -4.700974  -1.0389
H1 -0.514429 -0.421402 -5.953981  0.2785
H2 -1.596179 -0.366538 -4.579995  0.3236
H3 -0.566780 1.048527 -4.931286  0.2207
H4 2.135942 -1.293744 -5.690858  0.2235
H5 2.903862 -1.622309 -4.168310  0.2718
H6 2.878363 0.014235 -4.778236  0.2845
Eu1 -0.096538 0.597333 0.124259  0.3656
C3 -2.241612 1.571320 -0.521124  -0.8084
C4 -0.053457 -1.591623 -0.665711  -0.9338
H7 -2.536175 1.054452 -1.446340  0.1315
H8 -2.970639 1.580400 0.304636  0.2222
H9 -1.689373 2.518666 -0.698328  0.1470
H10 0.886045 -2.244817 -0.763499  0.2785
H11 -1.020595 -2.181272 -0.897570  0.1873
Cl2 1.914824 3.432555 4.555326  -0.2646
C5 1.316323 1.861768 4.484861  0.5928
C6 1.064936 1.168474 5.655850  -0.9141
C7 0.555988 -0.150976 5.567177  -0.0221
C8 0.304761 -0.753199 4.342890  -1.3396
C9 0.591302 -0.043330 3.180469  0.4508
C10 1.153466 1.298376 3.179719  0.5854
C11 1.514955 2.015234 2.010572  -1.7321
H12 1.273945 1.676305 6.600488  0.3138
H13 0.350096 -0.642486 6.511492  0.3246
H14 -0.115863 -1.798370 4.337436  0.2262
H15 0.410858 -0.579765 2.251862  0.3178
H16 1.108508 3.009869 1.850747  0.3882
H17 2.333966 1.657524 1.405510  0.2809

Atoms 1-3, force components in eV/Å:
-1.90 -2.36 1.06
1.16 2.38 1.03
-1.47 0.77 -0.81

The evaluated DFT total energy for the records listed, in turn: -12142.6929 -8841.4702 -40329.8517 -8916.9411 -79160.2595 eV.
The evaluated maximum force for the records listed, in turn: 8.73 3.07 3.27 3.38 3.21 eV Å⁻¹.